No. 1
Below is a molecular structure, C44H38ClFN6O6V, with properties calculated with ωB97M-V/def2-TZVPD.

## Properties
total charge	-1
spin multiplicity	3
gap between HOMO and LUMO (spin up / spin down)	0.1762 / 0.1743	Eh
largest force on an atom	0.47	eV/Å
energy above the lowest of the compared OMol25 structures with the same formula, charge and spin	0.0	kJ/mol
electronic energy	-108402.7358	eV

Geometry (Å):
V 0.225 -0.311 0.455
C 9.516 -0.744 5.002
O 8.254 -1.364 4.880
C 7.966 -1.964 3.687
C 6.696 -2.529 3.586
C 6.299 -3.145 2.418
C 7.175 -3.212 1.334
C 8.451 -2.696 1.453
C 8.849 -2.048 2.619
N 6.853 -3.953 0.141
N 5.802 -3.760 -0.489
C 4.915 -2.684 -0.202
C 5.316 -1.382 -0.001
C 4.407 -0.335 0.192
C 3.040 -0.583 0.214
O 2.126 0.300 0.446
C 2.618 -1.935 -0.040
N 1.274 -2.122 -0.022
C 0.786 -3.324 -0.217
C 1.620 -4.429 -0.465
C 2.978 -4.264 -0.488
C 3.525 -2.981 -0.265
H 9.542 -0.302 5.995
H 9.648 0.042 4.253
H 10.330 -1.469 4.910
H 6.028 -2.463 4.435
H 5.306 -3.566 2.340
H 9.138 -2.791 0.621
H 9.845 -1.633 2.679
H 6.374 -1.153 0.002
H 4.761 0.676 0.344
H -0.292 -3.422 -0.170
H 1.172 -5.399 -0.628
H 3.644 -5.097 -0.671
C -4.687 1.368 -4.853
C -3.804 0.220 -5.331
C -3.328 0.371 -6.770
C -2.442 1.600 -6.912
C -1.354 1.598 -5.871
C -0.202 2.329 -6.051
C 0.789 2.335 -5.075
F 1.894 3.075 -5.308
C 0.672 1.628 -3.915
C -0.486 0.869 -3.714
C -0.641 0.143 -2.451
O 0.256 0.251 -1.590
C -1.827 -0.634 -2.313
C -2.750 -0.609 -3.313
N -2.634 0.095 -4.450
C -1.494 0.852 -4.683
C -2.202 -1.399 -1.071
O -3.158 -2.165 -1.116
O -1.498 -1.161 -0.026
H -5.526 1.514 -5.535
H -4.122 2.298 -4.781
H -5.080 1.156 -3.858
H -4.350 -0.720 -5.237
H -4.195 0.438 -7.428
H -2.768 -0.525 -7.050
H -3.044 2.506 -6.806
H -1.996 1.638 -7.907
H -0.054 2.909 -6.954
H 1.434 1.645 -3.149
H -3.668 -1.169 -3.179
C 0.125 -2.068 5.069
C -0.869 -2.444 4.175
C -0.853 -1.972 2.866
C 0.147 -1.113 2.396
C 1.135 -0.749 3.325
C 1.132 -1.215 4.636
H 0.115 -2.434 6.089
H -1.666 -3.105 4.500
H -1.648 -2.271 2.190
H 1.935 -0.081 3.016
H 1.919 -0.914 5.320
N -2.501 1.697 1.378
C -1.295 1.719 1.940
N -1.166 2.052 3.247
O -0.264 1.467 1.269
H -3.298 2.069 1.867
H -2.483 1.784 0.351
H -1.982 2.153 3.823
H -0.312 1.748 3.683
Cl -5.116 6.131 2.479
C -4.356 5.162 1.225
C -5.113 4.279 0.464
C -4.522 3.526 -0.530
C -3.116 3.582 -0.806
C -2.476 2.686 -1.656
C -2.404 4.571 -0.049
C -3.001 5.319 0.939
H -6.176 4.185 0.654
H -5.134 2.829 -1.094
H -1.409 2.740 -1.828
H -3.062 1.954 -2.201
H -1.340 4.687 -0.227
H -2.414 6.032 1.508


No. 2
Below is a molecular structure, C44H38N6O7TeTi at a distorted geometry, with properties calculated with ωB97M-V/def2-TZVPD.

## Properties
total charge	+1
spin multiplicity	2
gap between HOMO and LUMO (spin up / spin down)	0.2247 / 0.2275	Eh
largest force on an atom	2.05	eV/Å
energy above the lowest of the compared OMol25 structures with the same formula, charge and spin	207.1	kJ/mol
electronic energy	-99924.2800	eV

Geometry (Å):
Ti -2.044 -0.722 0.881
O -5.892 2.866 2.351
C -6.508 2.032 1.505
C -7.852 2.276 1.221
C -8.543 1.461 0.353
C -7.919 0.366 -0.255
C -6.598 0.110 0.022
C -5.871 0.932 0.898
C -4.484 0.590 1.177
O -3.964 -0.480 0.659
N -3.766 1.346 2.007
N -2.539 0.780 2.174
C -1.750 1.109 3.129
C -0.580 0.249 3.298
C 0.211 0.286 4.424
C 1.185 -0.687 4.595
C 1.345 -1.643 3.614
C 0.544 -1.583 2.487
N -0.394 -0.651 2.310
H -4.968 2.568 2.480
H -8.329 3.122 1.701
H -9.586 1.669 0.144
H -8.473 -0.273 -0.931
H -6.089 -0.735 -0.422
H -1.998 1.896 3.831
H 0.031 1.051 5.170
H 1.795 -0.708 5.491
H 2.081 -2.430 3.709
H 0.659 -2.311 1.699
O -2.288 1.199 -2.671
C -2.275 0.343 -1.701
O -1.829 0.642 -0.581
C -2.750 -1.021 -1.900
C -3.477 -1.614 -2.917
C -3.926 -2.913 -2.731
C -3.657 -3.612 -1.551
C -2.880 -2.982 -0.616
N -2.425 -1.737 -0.813
C -2.239 -3.469 0.694
O -2.776 -4.614 1.188
O -2.221 -2.420 1.577
H -1.966 2.059 -2.358
H -3.708 -1.059 -3.816
H -4.497 -3.400 -3.511
H -4.027 -4.614 -1.382
H -2.595 -4.657 2.135
C 4.889 5.938 0.454
C 3.980 4.763 0.202
C 4.389 3.689 -0.578
C 3.588 2.567 -0.783
C 4.151 1.464 -1.651
C 2.328 2.526 -0.168
Te 1.186 0.716 -0.234
N 0.487 -2.825 -1.580
C 0.331 -3.214 -2.943
O -0.707 -3.677 -3.351
C 1.526 -2.948 -3.780
C 1.863 -3.864 -4.771
C 2.988 -3.649 -5.550
C 3.745 -2.496 -5.374
C 3.372 -1.552 -4.425
C 2.272 -1.784 -3.613
C 2.822 -0.364 0.601
C 3.197 -1.534 -0.062
C 4.255 -2.308 0.396
C 4.960 -1.901 1.520
C 4.585 -0.741 2.183
C 3.510 0.041 1.755
C 3.157 1.264 2.564
C 1.870 3.619 0.578
C 0.508 3.679 1.235
C 2.704 4.716 0.750
H 5.846 5.807 -0.049
H 5.075 6.055 1.523
H 4.437 6.866 0.097
H 5.370 3.715 -1.046
H 4.743 1.896 -2.460
H 3.361 0.849 -2.080
H 4.808 0.810 -1.071
H 1.247 -4.744 -4.910
H 3.272 -4.376 -6.300
H 4.623 -2.328 -5.985
H 3.942 -0.636 -4.320
H 1.962 -1.056 -2.872
H 2.665 -1.840 -0.952
H 4.528 -3.215 -0.129
H 5.796 -2.487 1.883
H 5.137 -0.428 3.064
H 3.361 1.091 3.623
H 2.110 1.535 2.447
H 3.761 2.120 2.249
H -0.078 2.782 1.053
H -0.053 4.535 0.854
H 0.612 3.814 2.315
H 2.345 5.557 1.339
N -0.786 -3.775 0.259
C -0.205 -3.288 -0.677


No. 3
Below is a molecular structure, C44H39CaN6O5P2SSe2, with properties calculated with ωB97M-V/def2-TZVPD.

## Properties
total charge	+1
gap between HOMO and LUMO	0.2457	Eh
largest force on an atom	0.47	eV/Å
energy above the lowest of the compared OMol25 structures with the same formula, charge and spin	0.0	kJ/mol
electronic energy	-243985.5717	eV

Geometry (Å):
Ca 1.338 -0.217 -0.530
O 1.169 3.378 1.974
C 1.595 2.261 1.443
O 1.912 2.111 0.276
C 1.713 1.123 2.407
C 1.514 1.187 3.776
C 1.764 0.036 4.508
C 2.214 -1.113 3.870
C 2.367 -1.080 2.492
N 2.098 0.012 1.799
C 2.853 -2.197 1.612
O 3.377 -3.268 2.185
O 2.764 -2.130 0.407
H 1.010 4.044 1.283
H 1.170 2.099 4.242
H 1.618 0.035 5.579
H 2.407 -2.003 4.455
H 3.498 -3.156 3.136
Se -2.145 2.488 3.074
P -3.016 2.674 1.156
C -3.134 4.396 0.596
C -2.696 5.432 1.408
C -2.798 6.745 0.970
C -3.336 7.022 -0.277
C -3.775 5.986 -1.092
C -3.678 4.675 -0.657
C -4.684 1.990 0.996
C -5.134 1.497 -0.230
C -6.444 1.065 -0.362
C -7.313 1.145 0.720
C -6.864 1.632 1.939
C -5.546 2.040 2.084
C -2.048 1.867 -0.114
C -1.746 0.539 -0.427
N -0.764 0.587 -1.362
N -0.480 1.858 -1.602
N -1.232 2.644 -0.866
P -2.275 -1.110 0.022
Se -0.558 -2.391 0.251
C -3.259 -1.119 1.528
C -4.630 -1.366 1.498
C -5.330 -1.485 2.686
C -4.672 -1.343 3.900
C -3.310 -1.086 3.930
C -2.599 -0.988 2.745
C -3.333 -1.688 -1.319
C -3.631 -0.881 -2.411
C -4.445 -1.369 -3.424
C -4.959 -2.655 -3.346
C -4.654 -3.464 -2.258
C -3.839 -2.985 -1.247
H -2.283 5.204 2.383
H -2.460 7.551 1.609
H -3.416 8.047 -0.618
H -4.193 6.200 -2.067
H -4.017 3.874 -1.300
H -4.459 1.427 -1.075
H -6.783 0.669 -1.311
H -8.340 0.818 0.615
H -7.540 1.685 2.783
H -5.179 2.402 3.037
H -5.148 -1.479 0.554
H -6.393 -1.687 2.660
H -5.224 -1.436 4.827
H -2.796 -0.966 4.875
H -1.530 -0.820 2.765
H -3.218 0.116 -2.485
H -4.670 -0.743 -4.278
H -5.593 -3.033 -4.138
H -5.047 -4.470 -2.200
H -3.590 -3.619 -0.403
C 5.901 -4.590 -0.719
C 7.270 -3.921 -0.775
C 7.304 -2.590 -0.035
N 6.395 -1.641 -0.674
C 5.691 -0.719 -0.029
S 5.759 -0.424 1.611
N 4.802 0.052 -0.782
C 4.236 -0.189 -2.021
O 3.023 -0.017 -2.133
C 5.073 -0.567 -3.164
C 6.373 -0.075 -3.295
C 7.120 -0.416 -4.408
C 6.581 -1.254 -5.377
C 5.286 -1.742 -5.247
C 4.524 -1.391 -4.147
H 5.915 -5.551 -1.232
H 5.127 -3.977 -1.186
H 5.597 -4.764 0.315
H 7.586 -3.772 -1.813
H 8.022 -4.570 -0.324
H 8.312 -2.171 -0.020
H 6.981 -2.712 0.997
H 6.288 -1.727 -1.674
H 4.208 0.610 -0.177
H 6.778 0.585 -2.538
H 8.121 -0.023 -4.526
H 7.171 -1.523 -6.243
H 4.872 -2.389 -6.007
H 3.509 -1.747 -4.036


No. 4
Below is a molecular structure, C44H39ClF3N3O5OsTe, with properties calculated with ωB97M-V/def2-TZVPD.

## Properties
total charge	-1
spin multiplicity	2
gap between HOMO and LUMO (spin up / spin down)	0.2664 / 0.2631	Eh
largest force on an atom	0.27	eV/Å
energy above the lowest of the compared OMol25 structures with the same formula, charge and spin	0.0	kJ/mol
electronic energy	-91408.4289	eV

Geometry (Å):
Os 0.308 -0.788 -0.389
O 6.448 1.030 2.353
C 5.401 1.000 3.020
O 5.174 1.291 4.209
C 4.155 0.493 2.243
C 2.940 0.330 2.893
C 1.826 -0.059 2.174
N 1.878 -0.282 0.858
C 3.063 -0.181 0.223
C 4.211 0.208 0.881
C 3.033 -0.530 -1.251
O 4.015 -0.416 -1.945
O 1.860 -0.950 -1.689
H 2.884 0.543 3.952
H 0.850 -0.174 2.630
H 5.147 0.297 0.349
C -3.340 4.589 9.441
C -2.758 3.975 8.196
C -1.624 4.502 7.596
C -1.075 3.950 6.443
C 0.178 4.563 5.881
C -1.700 2.838 5.859
Te -0.892 1.963 4.102
N -1.203 0.045 0.550
C -2.003 0.934 0.205
O -1.848 1.749 -0.940
C -3.331 1.187 0.824
C -4.189 2.183 0.365
C -5.462 2.308 0.903
C -5.888 1.450 1.906
C -5.028 0.465 2.379
C -3.758 0.334 1.841
C -1.103 3.632 2.811
C 0.023 4.118 2.132
C 1.415 3.605 2.388
C -0.148 5.135 1.195
C -1.389 5.697 0.939
C -1.559 6.774 -0.097
C -2.479 5.231 1.662
C -2.362 4.205 2.594
C -3.586 3.765 3.346
C -2.847 2.289 6.448
C -3.570 1.086 5.897
C -3.349 2.866 7.611
H -2.693 5.375 9.831
H -3.473 3.840 10.223
H -4.319 5.028 9.239
H -1.139 5.364 8.043
H 0.557 5.337 6.548
H 0.000 5.012 4.902
H 0.954 3.806 5.752
H -3.856 2.850 -0.418
H -6.124 3.084 0.537
H -6.883 1.548 2.321
H -5.352 -0.207 3.164
H -3.077 -0.431 2.191
H 1.702 3.736 3.432
H 2.140 4.132 1.767
H 1.511 2.540 2.182
H 0.722 5.497 0.656
H -0.595 7.121 -0.466
H -2.097 7.632 0.311
H -2.131 6.404 -0.950
H -3.459 5.667 1.490
H -4.483 4.187 2.894
H -3.541 4.082 4.390
H -3.678 2.677 3.337
H -3.466 1.005 4.816
H -4.632 1.140 6.140
H -3.177 0.165 6.334
H -4.237 2.436 8.063
F -1.186 -3.075 0.551
C 0.077 -2.510 0.653
F 0.942 -3.470 0.162
H 0.277 -2.427 1.726
F 2.943 2.324 -3.496
C 1.784 2.139 -2.839
C 1.740 2.338 -1.477
C 0.528 2.162 -0.814
C -0.611 1.801 -1.529
C -0.536 1.593 -2.904
C 0.666 1.762 -3.565
H 2.638 2.620 -0.944
H 0.445 2.357 0.244
H -1.434 1.306 -3.437
H 0.753 1.604 -4.631
Cl -4.921 -2.199 -2.209
C -3.257 -1.949 -2.620
C -2.825 -2.081 -3.925
C -1.480 -1.870 -4.180
C -0.634 -1.526 -3.143
N -1.071 -1.393 -1.880
C -2.364 -1.616 -1.619
H -3.519 -2.347 -4.710
H -1.082 -1.968 -5.180
H 0.422 -1.345 -3.292
H -2.676 -1.529 -0.589


Calculated values (g mol⁻¹) of M for the records, taken in order: 852.22; 938.29; 1023.85; 1100.09.